# 1
Here is a cluster of 13 separate species, C7H38NO12 in total from the Open Molecules 2025 dataset. Energies are from ωB97M-V/def2-TZVPD.

LUMO level: -2.5 eV
net charge: +1
E_HOMO: -11.105 eV

Atoms and positions in Å:
H 1.027 0.139 4.519
H 2.203 1.947 3.101
H 2.533 3.715 0.576
H 0.787 -2.732 0.850
H -2.718 -1.634 0.274
O 3.908 -1.239 -0.040
C -1.077 1.324 0.732
O 1.098 -0.886 -1.768
H -0.198 3.010 -0.279
H -3.627 1.737 -2.505
O -3.147 4.074 1.452
H -0.805 2.369 3.505
H 2.376 -3.308 -2.868
O -1.833 -2.005 0.164
H -1.552 0.805 -1.208
N -0.914 0.425 -0.505
H 0.037 0.418 -0.879
H 0.992 -1.523 -2.491
H -2.337 -0.950 -3.148
H -0.482 0.570 5.229
O -2.717 1.944 -2.285
O 1.676 -2.885 1.185
H -0.737 3.300 1.332
C 1.144 2.400 1.339
C -0.236 2.561 0.717
H 3.908 -3.311 -0.719
H -0.250 -4.819 0.529
H -3.744 1.002 0.784
H 3.211 2.019 0.758
C 2.361 2.638 0.490
H -2.216 4.275 1.359
H 0.592 0.744 -3.036
O 1.546 -2.946 -3.192
O -0.627 -4.248 1.209
H -0.952 0.577 1.511
C 0.206 0.855 4.440
H 2.201 2.456 -0.576
H -2.150 1.451 0.756
H -4.404 0.183 1.895
H 1.032 1.965 -3.782
H -2.249 2.143 -3.105
O -3.683 0.186 1.258
H -1.292 -0.131 -3.948
H 3.287 -1.694 0.539
H -3.499 4.314 0.587
H 1.577 -3.390 1.996
H 2.019 -1.103 -1.559
H 2.482 -3.906 -0.575
C 0.149 1.861 3.586
H 1.128 -3.647 -3.702
O 0.247 1.595 -3.362
C 1.239 2.171 2.648
O -1.415 -0.687 -3.176
H 4.074 -0.315 0.106
O 3.119 -3.562 -1.208
H -1.804 -2.931 0.446
H -1.205 -0.491 -0.104
H -1.472 -4.691 1.378

# 2
Here is a cluster of 2 separate species, C20H19BCl4OSi in total from the Open Molecules 2025 dataset. Energies are from ωB97M-V/def2-TZVPD.

LUMO level: -2.3 eV
net charge: 0
E_HOMO: -8.304 eV

Atoms and positions in Å:
C 0.386 4.611 -3.193
H 1.156 1.717 2.417
H -0.594 -2.260 3.113
H -1.895 -6.392 0.631
H 1.989 4.095 -1.817
H 2.887 -2.037 -2.049
C 3.610 1.361 -0.267
C -0.302 -4.392 2.899
C 4.657 0.628 -0.834
H 5.211 -1.133 -1.955
C -0.684 -5.557 2.220
C 4.389 -0.576 -1.499
Cl -2.551 1.837 2.747
C -1.696 3.403 -2.890
H 0.989 5.345 -3.730
H -2.238 -1.673 -0.093
H -0.478 2.194 1.895
C -2.101 -4.247 0.789
H -3.490 -2.010 1.064
C 0.952 3.926 -2.117
C -1.164 2.739 -1.781
C -1.722 -3.082 1.455
C 0.173 2.990 -1.389
H -2.716 3.180 -3.214
Cl -0.129 -7.093 2.743
Cl -4.638 -0.431 2.727
C 2.012 -0.335 -1.040
C -2.403 -1.809 0.953
O -2.059 -0.661 1.682
H 3.801 2.275 0.297
H 5.679 1.006 -0.751
B -3.109 0.309 1.858
H 0.985 -0.691 -1.083
Cl -3.703 0.871 0.078
H 0.801 3.452 2.128
C 2.278 0.924 -0.449
C -0.845 -3.156 2.540
H 0.372 -4.481 3.748
Si 0.991 2.156 0.015
C 3.077 -1.074 -1.572
H -1.365 4.895 -4.421
C 0.597 2.424 1.787
H -1.756 2.029 -1.197
H -2.848 -4.155 0.000
C -0.933 4.355 -3.581
C -1.575 -5.482 1.137

# 3
Here is a structure of composition C4H6N2O2 from the Open Molecules 2025 dataset. Energies are from ωB97M-V/def2-TZVPD.

LUMO level (spin up / spin down): -0.3 / -0.3 eV
net charge: 0
E_HOMO (spin up / spin down): -8.397 / -8.397 eV

Atoms and positions in Å:
C 0.450 -1.588 -0.414
O 0.492 -2.144 0.814
H -0.879 0.428 1.191
H -0.378 -0.208 -1.784
H 0.760 -2.233 -1.230
H 0.922 -1.518 1.431
H 1.803 0.637 -1.046
H -2.060 2.250 1.201
C -0.814 0.562 0.113
N -1.394 1.659 -0.486
C 1.485 0.067 -0.175
N -2.019 2.505 0.186
C -0.329 -0.440 -0.724
O 1.962 0.023 0.923

# 4
Here is a cluster of 2 separate species, C3H3ClFNO3 in total from the Open Molecules 2025 dataset. Energies are from ωB97M-V/def2-TZVPD.

LUMO level (spin up / spin down): -0.9 / -1.4 eV
net charge: 0
E_HOMO (spin up / spin down): -9.210 / -9.756 eV

Atoms and positions in Å:
C 0.795 0.976 -0.267
O 2.298 -1.828 0.327
C -0.226 0.567 0.677
O 0.384 -2.396 -0.659
N 1.189 -1.803 -0.085
Cl 2.440 1.426 -0.029
H -2.435 0.473 0.784
C -1.619 0.332 0.049
F 0.379 1.296 -1.506
O 0.073 0.430 1.866
H -1.596 1.121 -0.675
H -1.681 -0.594 -0.482

# 5
Here is a cluster of 2 separate species, C3H5ClN2O2 in total from the Open Molecules 2025 dataset. Energies are from ωB97M-V/def2-TZVPD.

LUMO level (spin up / spin down): -1.2 / -1.1 eV
net charge: 0
E_HOMO (spin up / spin down): -9.457 / -8.912 eV

Atoms and positions in Å:
N -0.048 1.496 -1.379
Cl 2.435 0.267 -0.551
H 1.006 1.295 0.981
H 1.109 -2.060 -0.760
C 0.064 -0.675 0.356
N 0.175 -1.761 -0.340
H -0.912 -0.918 2.102
C -1.155 -0.643 1.052
H -1.687 0.351 1.007
O 0.831 1.830 -2.102
H -1.657 -1.337 0.503
C 1.019 0.421 0.320
O -1.179 1.735 -1.190

# 6
Here is an isolated molecule of C5H3N from the Open Molecules 2025 dataset. Energies are from ωB97M-V/def2-TZVPD.

LUMO level: -0.8 eV
net charge: 0
E_HOMO: -9.612 eV
SMILES: C#C/C=C\C#N

Atoms and positions in Å:
C 0.634 1.001 -0.081
C 1.584 -0.032 -0.163
C -0.722 0.934 0.031
H -1.239 1.875 0.539
H 3.053 -1.699 0.386
C -1.505 -0.204 0.029
H 1.098 1.967 0.034
C 2.410 -0.903 0.071
N -2.474 -0.989 -0.040